Molecular formula: C3H6N2O2S
Method: DFT, wB97M-V/def2-TZVPD

The geometry in ORCA input format:
```
! RIJCOSX wB97M-V def2-TZVPD def2/J DEFGRID3
* xyz 0 1
C 1.4790 -0.8057 -1.8230
C 0.8545 -0.1123 -0.4876
C -0.7295 -0.4657 1.1030
H 1.6644 -1.9058 -1.8106
H 0.8252 -0.4370 -2.6186
H 2.3861 -0.1410 -2.0746
H -0.7126 -0.6824 3.0421
H -2.0908 0.9647 1.8604
H -0.7316 2.3482 -0.1201
N -0.2070 -1.0292 2.1670
N -1.6524 0.6297 1.0569
O 1.0094 0.9159 0.1172
O -0.3637 -0.8029 -0.1886
S -1.7310 1.5235 -0.2235
*
```

Calculated values
LUMO, eV: 0.7
Orbital gap, eV: 10.035
Energy relative to the best compared isomer or geometry (same formula, charge and spin), eV: 2.980
Molecular weight, u: 134.16
Electronic energy, eV: -21116.8698
SMILES: [H]/N=C(\NS)OC(C)=O